1.
Entry from the Open Molecules 2025 dataset: a single C4H6N2O molecule at a distorted geometry (ωB97M-V with the def2-TZVPD basis set).

Each line ends with the Mulliken charge.
Cartesian coordinates (Å):
C 2.03 0.10 -0.22  -0.92
C 0.67 -0.03 -0.05  0.53
C -0.02 -1.28 0.29  -0.45
O -1.14 -1.15 -0.69  -0.31
N -2.19 -0.31 -0.12  -0.44
C -1.63 0.82 0.06  0.08
N -0.32 1.11 -0.19  -0.24
H 2.58 -0.79 -0.27  0.33
H 2.28 1.15 -0.64  0.22
H -0.49 -1.24 1.37  0.21
H 0.55 -2.19 0.26  0.37
H -2.33 1.73 0.06  0.30
H 0.02 2.10 0.14  0.32

* SMILES: C=C1CON=CN1
* ΔE to the lowest compared entry with this formula, charge and spin: 101.71 kcal/mol
* 2S+1: 1
* energy: -9269.091 eV
* orbital gap: 0.3531 hartree
* net charge: 0

---

2.
Entry from the Open Molecules 2025 dataset: 2 unconnected molecules or ions with the total composition C6H7O3 at a distorted geometry (ωB97M-V with the def2-TZVPD basis set).

Each line ends with the Mulliken charge.
Cartesian coordinates (Å):
C 1.49 2.02 -0.79  0.75
C -0.57 -1.72 1.20  -0.78
C -0.52 -0.30 1.77  -0.67
C -1.07 0.20 -0.92  -0.58
C 0.43 0.07 -0.72  -0.24
C -0.49 -0.55 0.27  0.50
O 2.35 1.75 -1.55  -0.56
O 1.06 2.95 -0.10  -0.59
O 1.09 -0.71 -1.74  -0.55
H 0.19 -2.36 1.33  0.28
H -1.41 -2.30 1.31  0.20
H -1.34 0.19 2.23  0.24
H 0.41 0.22 2.29  0.17
H -1.66 1.17 -0.69  0.20
H -1.59 -0.45 -1.56  0.31
H 1.63 -0.18 -2.32  0.31

* ΔE to the lowest compared entry with this formula, charge and spin: 67.01 kcal/mol
* 2S+1: 1
* energy: -12475.174 eV
* orbital gap: 0.2546 hartree
* net charge: -1

---

3.
Entry from the Open Molecules 2025 dataset: a molecular structure, C26H44BF4O9P2SbV (ωB97M-V with the def2-TZVPD basis set).

Each line ends with the Mulliken charge.
Cartesian coordinates (Å):
V 0.26 0.15 0.98  0.17
C 3.55 1.41 3.34  -1.63
C 3.39 -0.08 3.11  1.33
O 4.41 -0.85 3.75  -0.63
P 1.77 -0.69 3.68  0.40
O 1.80 -2.26 3.57  -0.64
O 1.73 -0.45 5.25  -0.62
O 0.62 0.00 3.03  -0.52
P 3.51 -0.46 1.30  0.87
O 3.62 -2.07 1.33  -0.59
O 4.65 0.20 0.66  -0.87
O 2.10 -0.24 0.74  0.49
H 3.47 1.65 4.40  0.52
H 2.80 1.99 2.80  0.11
H 4.53 1.71 2.97  0.41
H 4.61 -0.43 4.60  0.42
H 2.17 -2.58 2.73  0.49
H 0.93 0.01 5.54  0.37
H 4.53 -2.36 1.52  0.35
C 1.50 -1.43 -3.25  -1.52
C 1.51 0.09 -3.13  2.02
C 2.83 0.51 -2.48  -2.15
C 1.43 0.72 -4.52  -1.76
Sb -0.14 0.72 -1.80  -0.88
C -1.95 -0.22 -2.64  2.05
C -1.87 -0.38 -4.15  -1.91
C -3.17 0.63 -2.30  -1.69
C -2.08 -1.59 -1.96  -1.63
C -0.40 2.89 -2.05  1.93
C 0.95 3.54 -1.73  -1.75
C -1.44 3.34 -1.02  -2.04
C -0.88 3.30 -3.44  -1.58
H 2.22 -1.73 -4.02  0.60
H 0.53 -1.84 -3.54  0.17
H 1.80 -1.90 -2.32  0.16
H 3.66 0.07 -3.04  0.45
H 2.92 0.17 -1.45  0.36
H 2.97 1.59 -2.48  0.29
H 2.31 0.39 -5.10  0.55
H 1.46 1.80 -4.48  0.27
H 0.54 0.41 -5.07  0.30
H -1.74 0.58 -4.66  0.31
H -2.82 -0.80 -4.50  0.54
H -1.08 -1.05 -4.47  0.35
H -3.19 1.55 -2.89  0.33
H -3.23 0.88 -1.25  0.24
H -4.06 0.06 -2.56  0.53
H -1.21 -2.23 -2.13  0.27
H -2.95 -2.10 -2.38  0.61
H -2.24 -1.49 -0.89  0.06
H 1.31 3.27 -0.74  0.18
H 0.82 4.63 -1.76  0.55
H 1.71 3.28 -2.46  0.29
H -1.28 2.91 -0.03  0.08
H -2.45 3.09 -1.33  0.31
H -1.38 4.43 -0.93  0.62
H -0.10 3.20 -4.19  0.28
H -1.18 4.35 -3.40  0.49
H -1.75 2.72 -3.76  0.25
C -0.98 3.05 3.02  -0.97
C 0.31 2.89 2.28  0.62
O 1.31 3.54 2.48  -0.65
O 0.31 1.92 1.34  0.17
H -0.88 3.85 3.75  0.46
H -1.24 2.11 3.51  0.06
H -1.78 3.27 2.32  0.26
C -3.16 -3.94 3.25  -0.84
C -2.78 -2.65 3.66  -0.82
C -1.80 -1.97 2.99  -0.47
C -1.16 -2.53 1.86  0.84
C -0.14 -1.86 1.12  1.75
C 0.53 -2.54 0.13  -0.16
C 0.16 -3.84 -0.26  -1.17
C -0.86 -4.47 0.39  -1.02
C -1.53 -3.85 1.47  1.29
C -2.55 -4.53 2.18  -0.84
H -3.94 -4.47 3.78  0.39
H -3.27 -2.19 4.50  0.49
H -1.52 -0.98 3.31  0.21
H 1.37 -2.07 -0.38  -0.13
H 0.69 -4.33 -1.06  0.46
H -1.15 -5.48 0.11  0.38
H -2.82 -5.53 1.86  0.45
F -4.00 -0.22 0.98  -0.27
B -3.20 0.74 1.51  0.15
F -1.74 0.29 1.10  0.90
F -3.19 0.79 2.88  -0.28
F -3.34 1.98 0.93  -0.24

* ΔE to the lowest compared entry with this formula, charge and spin: 0.00 kcal/mol
* 2S+1: 2
* energy: -108466.377 eV
* orbital gap (alpha / beta): 0.2415 / 0.2717 hartree
* net charge: 0

---

4.
Entry from the Open Molecules 2025 dataset: a molecular structure, C13H11AsN3OPdS6Te at a distorted geometry (ωB97M-V with the def2-TZVPD basis set).

Each line ends with the Mulliken charge.
Cartesian coordinates (Å):
Pd -0.08 -0.87 0.45  0.08
S -0.91 1.64 3.11  -0.33
As -1.38 -0.43 2.96  0.60
S -2.43 -0.89 1.10  -0.41
S 0.45 -1.61 2.78  -0.34
S -2.49 -0.85 4.71  -0.39
Te 0.00 -2.82 -1.22  0.37
C 1.63 -3.92 -0.52  0.00
C 2.44 -3.63 0.55  -0.03
C 3.52 -4.54 0.70  -0.78
C 3.53 -5.50 -0.27  -0.34
S 2.22 -5.31 -1.37  -0.13
H 2.25 -2.79 1.21  0.35
H 4.25 -4.47 1.49  0.37
H 4.23 -6.30 -0.40  0.37
N 1.57 0.58 0.32  -0.55
C 2.34 1.01 1.10  0.54
N 3.15 1.61 1.85  -0.62
C 4.22 1.35 2.54  0.49
N 5.19 1.23 3.16  -0.59
C -0.31 1.38 -3.27  -1.15
S -0.79 0.36 -1.83  1.08
O -1.68 -0.69 -2.38  -0.70
C -1.83 1.65 -1.15  0.51
C -3.18 1.64 -1.44  -0.39
C -3.98 2.66 -0.93  -0.48
C -3.42 3.65 -0.15  -0.37
C -2.06 3.64 0.14  -0.63
C -1.26 2.63 -0.36  -0.57
H -1.23 1.65 -3.79  0.38
H 0.34 0.77 -3.90  0.36
H 0.21 2.26 -2.90  0.37
H -3.58 0.83 -2.04  0.43
H -5.04 2.66 -1.14  0.38
H -4.04 4.44 0.25  0.37
H -1.63 4.40 0.78  0.43
H -0.20 2.59 -0.12  0.34

* ΔE to the lowest compared entry with this formula, charge and spin: 17.61 kcal/mol
* 2S+1: 5
* energy: -156800.139 eV
* orbital gap (alpha / beta): 0.2620 / 0.1909 hartree
* net charge: -1

---

5.
Entry from the Open Molecules 2025 dataset: 10 unconnected molecules or ions with the total composition C45H85ClN11O11 (ωB97M-V with the def2-TZVPD basis set).

Each line ends with the Mulliken charge.
Cartesian coordinates (Å):
C 2.25 0.57 0.69  -1.75
C 0.74 0.54 0.64  1.14
O 0.24 1.82 0.24  -0.27
C -1.05 1.80 -0.25  -0.51
C -1.10 2.29 -1.68  0.24
N 0.07 2.22 -2.30  -0.13
N 0.15 2.62 -3.56  0.63
C 1.50 2.57 -4.12  -1.32
C 2.30 3.86 -3.90  0.08
O 2.91 4.27 -4.86  -0.50
C 2.37 4.42 -2.54  0.50
C 1.29 5.13 -2.01  -0.23
C 1.38 5.62 -0.71  -0.93
C 2.53 5.41 0.03  -0.16
C 3.61 4.73 -0.52  -0.62
C 3.52 4.23 -1.80  -0.18
C -0.88 3.08 -4.27  -0.23
C -2.11 3.20 -3.64  -1.22
C -2.26 2.79 -2.33  0.39
C -3.56 2.85 -1.57  0.12
Cl -4.83 3.73 -2.48  -0.20
C -4.10 1.47 -1.21  0.95
C -5.27 1.49 -0.22  -1.19
H 2.69 0.29 -0.26  0.27
H 2.62 1.56 0.96  0.33
H 2.60 -0.13 1.45  0.49
H 0.33 0.30 1.63  0.04
H 0.41 -0.23 -0.06  -0.35
H -1.44 0.78 -0.25  -0.09
H -1.72 2.40 0.36  0.43
H 2.01 1.77 -3.58  0.42
H 1.46 2.34 -5.17  0.53
H 0.40 5.30 -2.59  0.59
H 0.55 6.17 -0.29  0.44
H 2.58 5.78 1.05  0.36
H 4.50 4.56 0.07  0.37
H 4.36 3.70 -2.23  0.26
H -0.69 3.38 -5.29  0.62
H -2.95 3.58 -4.20  0.53
H -3.40 3.44 -0.67  0.51
H -4.39 0.98 -2.14  0.58
H -3.31 0.89 -0.74  -1.06
H -5.40 2.48 0.21  0.37
H -6.21 1.20 -0.68  0.32
H -5.00 0.82 0.58  0.28
C -1.97 -1.32 3.06  -1.43
C -2.91 -1.23 1.89  0.98
O -3.96 -0.61 1.94  -0.76
N -2.56 -1.89 0.74  0.21
C -1.37 -2.68 0.49  -0.79
H -2.40 -0.75 3.88  0.45
H -1.84 -2.35 3.37  0.38
H -0.99 -0.90 2.81  0.11
H -3.24 -1.80 0.01  0.24
H -0.80 -2.28 -0.35  -0.18
H -1.64 -3.71 0.25  0.30
H -0.73 -2.69 1.37  0.35
C -5.61 -6.37 3.26  -1.40
C -4.98 -5.00 3.14  0.96
O -4.33 -4.49 4.05  -0.59
N -5.15 -4.33 1.97  -0.05
C -5.85 -4.75 0.78  -0.97
H -5.38 -6.77 4.24  0.25
H -6.69 -6.31 3.15  0.39
H -5.21 -7.04 2.51  0.37
H -4.70 -3.42 1.98  0.07
H -5.17 -4.79 -0.08  0.26
H -6.66 -4.05 0.54  0.31
H -6.27 -5.73 0.92  0.40
C -3.03 -3.81 6.97  -0.98
C -2.63 -4.26 8.36  0.59
O -1.47 -4.34 8.71  -0.65
N -3.64 -4.60 9.21  -0.13
C -5.06 -4.58 8.97  -0.70
H -2.13 -3.59 6.41  0.27
H -3.59 -4.58 6.44  0.28
H -3.65 -2.91 7.02  0.36
H -3.31 -4.89 10.12  0.22
H -5.57 -3.90 9.65  0.29
H -5.50 -5.57 9.09  0.18
H -5.26 -4.24 7.95  0.28
C 4.42 5.62 5.16  -1.40
C 3.58 6.20 4.04  0.88
O 2.69 5.56 3.51  -0.63
N 3.87 7.47 3.64  -0.12
C 4.89 8.36 4.15  -0.88
H 4.06 4.62 5.36  0.30
H 5.47 5.59 4.89  0.38
H 4.32 6.22 6.07  0.38
H 3.27 7.80 2.90  0.21
H 4.44 9.27 4.56  0.30
H 5.59 8.64 3.36  0.30
H 5.45 7.88 4.94  0.33
C 6.48 0.35 1.30  -1.64
C 6.00 1.39 0.32  0.92
O 5.06 2.13 0.59  -0.42
N 6.63 1.47 -0.87  -0.06
C 7.75 0.67 -1.35  -0.96
H 5.87 0.42 2.19  0.31
H 6.40 -0.66 0.88  0.39
H 7.53 0.52 1.57  0.45
H 6.27 2.17 -1.49  0.09
H 8.61 1.30 -1.57  0.28
H 7.47 0.14 -2.27  0.35
H 8.04 -0.05 -0.60  0.42
C 4.55 3.98 -10.86  -1.35
C 5.00 2.93 -9.87  0.87
O 5.58 1.92 -10.22  -0.62
N 4.72 3.14 -8.56  -0.01
C 4.02 4.26 -7.93  -0.77
H 4.84 3.65 -11.85  0.31
H 3.46 4.11 -10.83  0.35
H 5.01 4.94 -10.65  0.35
H 5.06 2.41 -7.96  0.03
H 4.66 4.76 -7.21  0.25
H 3.14 3.90 -7.40  0.15
H 3.71 4.98 -8.68  0.42
C 4.81 1.59 -4.92  0.38
C 5.97 0.62 -4.84  0.20
O 6.72 0.63 -3.87  -0.65
N 6.16 -0.22 -5.88  -0.10
C 5.39 -0.33 -7.10  -0.81
H 4.82 2.21 -4.03  -0.52
H 4.89 2.23 -5.79  0.04
H 3.86 1.04 -4.97  0.36
H 6.96 -0.83 -5.76  0.25
H 4.97 -1.33 -7.21  0.29
H 6.01 -0.13 -7.97  0.34
H 4.57 0.38 -7.10  0.23
C -0.40 -0.88 -3.07  -0.96
C -0.17 -2.30 -2.58  0.51
O 0.55 -2.50 -1.62  -0.68
N -0.80 -3.30 -3.24  -0.15
C -1.69 -3.22 -4.38  -0.82
H 0.19 -0.24 -2.43  -0.11
H -0.09 -0.76 -4.11  0.67
H -1.46 -0.61 -2.99  0.48
H -0.61 -4.22 -2.85  0.29
H -2.67 -3.62 -4.14  0.28
H -1.29 -3.78 -5.23  0.30
H -1.81 -2.19 -4.69  0.30
C -9.16 -8.44 6.48  -1.28
C -7.70 -8.80 6.60  0.79
O -7.05 -9.18 5.64  -0.65
N -7.13 -8.68 7.83  -0.16
C -7.75 -8.26 9.07  -0.72
H -9.46 -8.59 5.44  0.30
H -9.77 -9.08 7.12  0.38
H -9.34 -7.40 6.75  0.35
H -6.15 -8.94 7.84  0.22
H -7.25 -7.37 9.47  0.16
H -7.69 -9.05 9.82  0.31
H -8.79 -8.02 8.90  0.30

* 2S+1: 1
* energy: -99475.990 eV
* orbital gap: 0.2211 hartree
* net charge: +1